DFT (wB97M-V/def2-TZVPD) results for 2 unconnected molecules or ions with the total composition C7H11P at a distorted geometry.

Calculated values
HOMO level (spin up / spin down) = -6.3 / -9.6 eV
total charge = 0
DFT total energy = -614.41731 hartree
multiplicity = 3
<S²> = 2.01
Kohn-Sham gap (spin up / spin down) = 7.236 / 7.481 eV
E_LUMO (spin up / spin down) = 0.0352 / -0.0793 Ha

```
19
C7H11P | the Open Molecules 2025 dataset | wB97M-V/def2-TZVPD
H 2.151 1.393 2.448
C -2.491 0.529 -3.956
H 2.654 -0.628 0.216
P 0.418 -1.322 -0.642
H -3.182 0.087 -4.555
C 2.976 -0.059 1.058
H -1.037 1.075 -2.386
H 3.525 -0.589 1.930
H -0.165 0.650 2.402
H -2.142 -1.437 0.488
C -1.718 0.952 -3.133
C 0.479 0.296 1.588
H -1.967 -0.323 1.899
C -1.702 -0.474 0.871
H -2.151 0.366 0.247
C 1.810 0.721 1.595
C -0.244 -0.475 0.606
H -0.840 -1.513 -1.263
H 3.626 0.750 0.588
```

Partial charges, Mulliken, in e: atom 1 (H): 0.27, atom 2 (C): -0.28, atom 3 (H): 0.27, atom 4 (P): -0.03, atom 5 (H): 0.43, atom 6 (C): -0.75, atom 7 (H): 0.35, atom 8 (H): 0.21, atom 9 (H): 0.20, atom 10 (H): 0.38, atom 11 (C): -0.50, atom 12 (C): -0.21, atom 13 (H): 0.38, atom 14 (C): -1.27, atom 15 (H): 0.25, atom 16 (C): -0.56, atom 17 (C): 0.63, atom 18 (H): -0.01, atom 19 (H): 0.25